Run a
DFT (ωB97M-V with the def2-TZVPD basis set) results for a structure of composition C26H44BCsN12O7P.

Output
Charge ... -1
Molecular weight ... 811.4 g/mol
HOMO ... -6.022 eV

Atoms and positions in Å:
Cs: 0.61044 0.26089 1.32956
C: 3.37040 -1.89876 5.02239
C: 2.95374 -0.74089 4.34412
N: 2.76627 -0.98810 3.05576
N: 3.06857 -2.27681 2.86663
C: 3.42814 -2.85598 4.03080
B: 2.98476 -3.04084 1.52759
N: 1.57601 -3.67576 1.38400
C: 1.30604 -4.99293 1.28993
C: -0.05285 -5.14096 1.09728
C: -0.53284 -3.82065 1.08774
N: 0.45457 -2.95377 1.26269
N: 3.26341 -2.16534 0.29549
C: 4.21500 -2.41561 -0.62782
C: 4.09297 -1.48065 -1.63467
C: 3.01247 -0.68260 -1.22289
N: 2.52447 -1.10936 -0.06867
H: 3.60433 -2.01452 6.06708
H: 2.81559 0.25559 4.73618
H: 3.71145 -3.89490 4.07520
H: 3.79238 -3.93404 1.55757
H: 2.09224 -5.72654 1.36130
H: -0.60745 -6.05721 0.98486
H: -1.54538 -3.46962 0.95340
H: 4.90645 -3.23379 -0.51220
H: 4.69266 -1.38738 -2.52443
H: 2.59692 0.18926 -1.70859
O: -2.73081 1.66353 -2.31221
C: -3.28077 0.63779 -3.10211
C: -3.69720 -0.58325 -2.30209
C: -2.56129 -1.25228 -1.50639
C: -1.50753 -1.86148 -2.38640
C: -1.74119 -3.06004 -3.06053
C: -0.74704 -3.58707 -3.86524
C: 0.46084 -2.91071 -3.96341
C: 0.60844 -1.72932 -3.25446
N: -0.35178 -1.20630 -2.49703
H: -3.11664 1.69299 -1.40826
H: -2.52341 0.36353 -3.84385
H: -4.15949 1.01246 -3.64633
H: -4.13015 -1.30731 -2.99897
H: -4.48006 -0.27648 -1.60546
H: -3.00700 -2.03431 -0.88625
H: -2.04511 -0.55286 -0.85112
H: -2.68817 -3.57289 -2.94262
H: -0.90616 -4.51696 -4.39706
H: 1.26926 -3.29695 -4.56932
H: 1.54118 -1.17539 -3.28128
N: 0.63314 2.21908 -2.52781
N: -0.00531 3.18673 -1.72696
C: 0.38828 3.37730 -0.45819
N: -0.43159 4.12178 0.30818
N: 1.55713 2.84408 -0.13102
N: 2.06384 2.97422 1.08994
O: 2.98311 2.22021 1.36689
O: 1.65633 3.83166 1.89821
H: 0.13945 2.21829 -3.40716
H: 0.49122 1.29941 -2.11566
H: -0.99749 3.30199 -1.88820
H: -1.41977 3.89292 0.22088
H: -0.11543 4.22301 1.25886
C: -0.39158 3.78001 4.32910
C: -1.61362 2.91585 4.04116
C: -1.40942 1.51834 4.61882
C: -2.84678 3.57581 4.66631
O: -1.75353 2.89756 2.60071
P: -2.49676 1.76260 1.71028
O: -2.67112 2.37563 0.35186
O: -1.80556 0.44537 1.77909
O: -3.92385 1.75584 2.49736
C: -4.90164 0.70762 2.42835
C: -5.06088 0.20047 0.99703
C: -4.49235 -0.44382 3.34837
C: -6.20008 1.34293 2.91793
H: -0.22163 3.82464 5.40599
H: -0.55076 4.79370 3.95528
H: 0.49569 3.37678 3.84388
H: -1.36188 1.57348 5.70686
H: -0.48416 1.08046 4.24447
H: -2.23383 0.87148 4.32991
H: -2.71887 3.66349 5.74649
H: -3.73528 2.98794 4.45408
H: -2.98282 4.57308 4.24390
H: -4.11007 -0.22221 0.66994
H: -5.32180 1.03277 0.34139
H: -5.83828 -0.56262 0.93817
H: -3.52720 -0.83416 3.02443
H: -5.23727 -1.24085 3.31312
H: -4.40475 -0.09252 4.37844
H: -6.48854 2.15579 2.25015
H: -6.05790 1.75030 3.92009
H: -6.99876 0.60009 2.94774

Atom charges from the Mulliken analysis, given in e for atoms 1 to 4:
1. Cs 1.33
2. C -1.04
3. C -0.30
4. N -0.28

Run b
DFT (ωB97M-V with the def2-TZVPD basis set) results for a structure of composition C26H44BCsN12O7P.

Output
Charge ... -1
Molecular weight ... 811.4 g/mol
HOMO ... -5.992 eV

Atoms and positions in Å:
Cs: 0.40192 -1.88606 1.17660
C: 2.69084 3.84310 5.65390
C: 1.49163 3.64304 4.95832
N: 1.66597 2.81013 3.94013
N: 2.95602 2.45406 3.95257
C: 3.59678 3.06104 4.96878
B: 3.61619 1.48206 2.94376
N: 3.24997 1.86374 1.47938
C: 3.49473 3.05891 0.90367
C: 3.14712 2.97428 -0.42720
C: 2.68984 1.65372 -0.57327
N: 2.76702 0.99288 0.57378
N: 3.20970 0.01717 3.18210
C: 3.78125 -1.02340 2.54792
C: 3.21497 -2.18277 3.03114
C: 2.27501 -1.73062 3.97322
N: 2.28009 -0.40652 4.05298
H: 2.86833 4.46693 6.51317
H: 0.52139 4.07383 5.15737
H: 4.64674 2.89445 5.14250
H: 4.80800 1.60721 3.10730
H: 3.90663 3.87727 1.47377
H: 3.20880 3.75143 -1.17050
H: 2.32446 1.15472 -1.45875
H: 4.55724 -0.86790 1.81724
H: 3.47204 -3.19657 2.77205
H: 1.62316 -2.31653 4.60333
O: -3.06741 0.57324 -0.34287
C: -3.13431 1.94447 -0.68370
C: -2.63347 2.27239 -2.09405
C: -1.11810 2.50934 -2.21315
C: -0.74165 3.84256 -1.63253
C: -0.68919 4.98244 -2.43484
C: -0.39562 6.20804 -1.86250
C: -0.14635 6.26778 -0.50062
C: -0.20454 5.08715 0.22143
N: -0.51074 3.91307 -0.32241
H: -2.34435 0.08989 -0.80453
H: -2.62384 2.57497 0.05535
H: -4.20022 2.19920 -0.64623
H: -3.14594 3.17073 -2.45291
H: -2.91400 1.43652 -2.73988
H: -0.84421 2.51078 -3.27101
H: -0.58055 1.70175 -1.71513
H: -0.86482 4.90186 -3.50070
H: -0.35183 7.10581 -2.46744
H: 0.10668 7.20097 -0.01541
H: 0.03125 5.06912 1.28052
N: -0.02202 0.94421 2.06626
N: -1.18474 1.03135 2.81973
C: -1.85844 -0.03730 3.21472
N: -2.95896 0.13723 3.98154
N: -1.34308 -1.22888 2.91376
N: -2.03630 -2.34456 2.98725
O: -1.39915 -3.37150 2.77347
O: -3.26124 -2.37191 3.23898
H: 0.72022 1.41198 2.57970
H: -0.15003 1.44627 1.18830
H: -1.46437 1.92848 3.19154
H: -3.37952 1.04981 4.01329
H: -3.56407 -0.67526 3.96810
C: -4.09201 -4.39978 -1.01727
C: -2.71199 -4.38574 -1.67028
C: -1.78735 -5.35737 -0.93725
C: -2.83375 -4.79525 -3.14044
O: -2.28569 -3.01852 -1.57170
P: -0.81770 -2.37297 -1.70174
O: -1.01382 -0.91615 -1.45044
O: 0.20198 -3.07360 -0.86264
O: -0.53179 -2.64299 -3.29228
C: 0.77657 -2.61770 -3.89343
C: 1.57855 -1.39772 -3.43357
C: 1.54550 -3.90904 -3.59460
C: 0.51222 -2.52907 -5.39433
H: -4.54302 -5.38958 -1.10253
H: -4.73770 -3.66776 -1.50470
H: -4.00623 -4.13277 0.03698
H: -2.18210 -6.37056 -1.02864
H: -1.71464 -5.09203 0.11870
H: -0.78544 -5.31654 -1.35930
H: -3.18651 -5.82556 -3.20828
H: -1.86664 -4.70688 -3.63122
H: -3.53771 -4.13944 -3.65601
H: 1.75082 -1.45316 -2.35846
H: 1.01863 -0.48419 -3.64212
H: 2.53996 -1.35685 -3.94724
H: 1.65353 -4.02080 -2.51963
H: 2.53438 -3.88342 -4.05666
H: 0.99413 -4.76842 -3.98417
H: -0.05516 -1.62589 -5.62451
H: -0.06512 -3.39526 -5.72222
H: 1.45720 -2.50666 -5.93929

Atom charges from the Mulliken analysis, given in e for atoms 1 to 4:
1. Cs 1.72
2. C -0.82
3. C -0.40
4. N -0.56

run a takes first place; second place is 96.7 kJ/mol up.